C18H41N2O2P3Pb | ωB97M-V/def2-TZVPD

Calculated values
- LUMO level (spin up / spin down): -0.570 / -0.500 Eh
- E_HOMO (spin up / spin down): -19.33 / -19.34 eV
- Charge: +4
- Energy: -59479.4979 eV
- Relative energy (zero: lowest compared OMol25 entry of this formula, charge and spin): 0.263 eV

```
67
Properties=species:S:1:pos:R:3:nbo_charge:R:1
Pb 0.48021 0.28572 -0.06049 1.373
P 3.76610 0.71120 1.11968 1.308
P -0.27071 -0.29789 2.67767 0.952
P -0.04678 -0.45748 -2.85047 1.057
H -4.44189 -0.33853 1.07681 0.196
C -4.42001 -0.70323 0.04580 -0.375
C -4.01713 -1.94256 -0.27176 -0.406
H -3.68687 -2.66082 0.48695 0.199
C 2.77051 1.98483 1.92538 -0.972
C 4.85108 -0.03050 2.35206 -0.957
C 4.75649 1.44173 -0.19259 -0.966
C -1.75021 -1.33116 2.42477 -0.959
C 0.88848 -1.51625 3.40367 -0.954
C -0.75830 0.70749 4.12081 -0.939
C -1.42772 -1.66049 -2.75514 -0.954
C 1.11833 -1.25971 -4.01059 -0.956
C -0.80733 0.84132 -3.89125 -0.944
H -4.77851 -0.01080 -0.72174 0.202
H -4.05642 -2.29888 -1.30665 0.207
H 2.19697 2.57777 1.19733 0.260
H 3.42509 2.67709 2.47601 0.331
H 2.06913 1.54048 2.64792 0.260
H 5.71620 0.62399 2.53513 0.312
H 5.20942 -1.00410 1.98828 0.300
H 4.30263 -0.18239 3.29279 0.281
H 5.66612 1.89471 0.22805 0.318
H 4.16952 2.21265 -0.71074 0.276
H 5.04423 0.66521 -0.91602 0.295
H -2.13240 -1.64353 3.40704 0.290
H -1.49866 -2.21870 1.82735 0.258
H -2.52850 -0.77519 1.88837 0.279
H 0.40633 -2.03925 4.24245 0.300
H 1.78610 -0.99710 3.76890 0.247
H 1.19108 -2.25033 2.64323 0.257
H -1.25433 0.07946 4.87543 0.304
H -1.45298 1.49172 3.78676 0.275
H 0.12901 1.18391 4.56102 0.268
H -2.04779 -1.55247 -3.65564 0.296
H -2.05328 -1.47007 -1.87306 0.283
H -1.04270 -2.68741 -2.69968 0.269
H 1.08407 -0.73244 -4.97306 0.301
H 0.87142 -2.31989 -4.16059 0.288
H 2.13649 -1.17537 -3.60266 0.259
H -0.32096 0.85433 -4.87597 0.294
H -0.67024 1.81841 -3.41011 0.256
H -1.88353 0.65687 -4.00760 0.285
C -1.98081 2.27556 -0.62658 0.426
C -1.23396 3.29022 0.04854 -0.265
C -1.23714 4.58413 -0.45731 -0.163
C -2.05019 4.92153 -1.54540 -0.011
C -2.94259 3.97676 -2.06830 -0.187
C -2.95859 2.67395 -1.58301 -0.181
O -1.71207 0.99914 -0.46597 -0.751
H 2.99512 -0.35480 0.54217 -0.016
H -0.62061 3.01500 0.91258 0.215
H -0.60786 5.34639 0.00817 0.267
H -2.01541 5.92829 -1.96748 0.272
H -3.63622 4.25335 -2.86238 0.279
H -3.63798 1.91520 -1.96719 0.260
N 0.07519 -4.43154 0.65184 -0.773
C 0.51577 -3.45288 -0.16663 0.813
N 1.13100 -3.84651 -1.30680 -0.798
O 0.31653 -2.23235 0.10855 -0.846
H 0.27723 -5.40085 0.45580 0.438
H -0.33262 -4.17421 1.54159 0.423
H 1.59827 -3.15287 -1.87493 0.407
H 1.36916 -4.82586 -1.43111 0.439
```